This record from OMol25 describes a single C4H6INS molecule. The level of theory is the ωB97M-V functional and the def2-TZVPD basis.

```
! wB97M-V def2-TZVPD RIJCOSX def2/J DEFGRID3
* xyz 0 1
H 0.31 -0.76 1.16
C 0.42 0.10 0.54
H 0.86 -1.00 -1.34
H -0.72 1.60 -0.34
H -1.63 0.85 1.11
H -1.25 0.07 -0.65
N 1.36 0.83 -1.63
I 0.70 3.42 -3.12
C 1.25 -0.24 -0.75
C -0.92 0.73 0.17
S 1.42 1.40 1.53
C 0.71 1.86 -1.74
H 2.21 -0.64 -0.48
*
```

The calculation puts the HOMO energy (spin up / spin down) at -9.38 / -7.62 eV. The calculation puts the LUMO energy (spin up / spin down) at -0.02921 / -0.07299 Eh. Its relative energy (zero: lowest compared OMol25 entry of this formula, charge and spin) is 330.5 kJ/mol. Its orbital gap (spin up / spin down) is 8.589 / 5.629 eV.